1.
Molecular formula: C5H7NO
Method: DFT, the ωB97M-V functional and the def2-TZVPD basis

```
14
Properties=species:S:1:pos:R:3
C 0.92 1.47 0.78
C 0.27 0.48 -0.17
C 0.81 -0.93 -0.24
C -0.20 -1.74 -0.57
N -1.41 -1.03 -0.63
C -1.23 0.22 -0.03
O -2.10 0.90 0.46
H 1.96 1.64 0.47
H 0.93 1.12 1.82
H 0.41 2.44 0.74
H 0.35 0.89 -1.19
H 1.84 -1.21 -0.07
H -0.20 -2.80 -0.74
H -2.32 -1.46 -0.63
```

Values from the calculation:
energy relative to the best compared isomer or geometry (same formula, charge and spin): 6.2 kcal/mol
HOMO: -8.697 eV
Kohn-Sham gap: 9.6 eV
SMILES string: C[C@H]1C=CNC1=O


2.
Molecular formula: C29H85F3N6O12
Method: DFT, the ωB97M-V functional and the def2-TZVPD basis

```
135
Properties=species:S:1:pos:R:3
N -5.51 0.65 1.12
H -4.48 0.56 0.94
H -5.89 0.91 0.21
H -5.57 1.45 1.75
H -5.92 -0.19 1.50
C -1.65 0.07 0.65
O -1.46 -0.62 -0.55
O -2.97 0.21 0.88
C -0.85 -0.65 1.81
F 0.47 -0.50 1.72
F -1.23 -0.19 3.01
F -1.12 -1.96 1.75
C -0.19 -0.51 -1.20
C -0.23 -1.52 -2.31
H -0.37 -2.55 -1.97
H -1.01 -1.28 -3.03
H 0.73 -1.62 -2.83
H 0.66 -0.67 -0.54
H -0.08 0.51 -1.59
H -1.21 1.08 0.55
C -2.88 1.88 4.55
O -3.70 1.14 3.68
H -3.47 2.32 5.36
H -2.14 1.20 4.99
H -2.31 2.68 4.09
H -3.22 0.72 2.96
C -1.93 -2.77 -5.19
O -0.88 -3.21 -6.04
H -1.70 -3.00 -4.15
H -2.13 -1.70 -5.23
H -2.85 -3.28 -5.49
H -0.77 -2.49 -6.70
C -2.54 2.86 -1.53
O -3.45 1.78 -1.66
H -3.03 3.83 -1.70
H -2.14 2.95 -0.51
H -1.69 2.77 -2.21
H -3.15 1.14 -1.00
C 1.08 -5.46 -2.16
O 1.73 -6.40 -3.03
H 1.79 -4.83 -1.63
H 0.51 -4.80 -2.82
H 0.47 -5.97 -1.42
H 1.64 -6.07 -3.92
C -3.32 -3.24 -0.32
O -4.15 -2.45 0.52
H -2.31 -3.33 0.06
H -3.81 -4.22 -0.30
H -3.31 -2.88 -1.35
H -3.66 -1.65 0.82
C 1.98 2.45 -3.23
C 1.95 2.78 -1.75
C 2.90 1.88 -0.97
O 2.63 0.53 -1.30
C 3.55 -0.39 -0.76
N 2.35 4.16 -1.53
H 2.99 2.53 -3.62
H 1.31 3.18 -3.70
H 1.63 1.46 -3.51
H 0.91 2.61 -1.42
H 2.88 1.98 0.13
H 3.93 2.16 -1.23
H 3.38 -0.59 0.30
H 4.56 -0.09 -1.07
H 3.40 -1.37 -1.23
H 1.77 4.83 -2.01
H 2.22 4.44 -0.55
C 3.46 0.06 3.15
C 2.91 -0.87 4.21
C 3.92 -1.22 5.30
O 5.07 -1.79 4.70
C 6.10 -1.96 5.67
N 1.71 -0.25 4.83
H 2.70 0.50 2.51
H 4.24 -0.30 2.49
H 3.95 0.91 3.65
H 2.58 -1.83 3.78
H 3.53 -1.96 6.01
H 4.22 -0.30 5.81
H 6.46 -0.98 5.99
H 6.88 -2.54 5.20
H 5.71 -2.51 6.54
H 1.34 -0.94 5.48
H 1.01 -0.21 4.09
C 0.49 4.20 1.79
C 0.49 5.54 1.04
C -0.31 6.58 1.81
O -1.65 6.15 1.95
C -2.41 7.01 2.78
N 1.88 6.01 0.85
H -0.55 3.88 1.86
H 0.92 4.29 2.80
H 1.15 3.47 1.32
H 0.03 5.31 0.08
H -0.34 7.54 1.26
H 0.15 6.85 2.77
H -2.46 8.02 2.38
H -2.04 6.97 3.82
H -3.41 6.57 2.84
H 1.86 7.00 1.08
H 2.50 5.62 1.56
C 0.98 0.18 -6.16
C 0.77 -0.27 -7.61
C 1.82 -1.35 -7.88
O 3.12 -0.78 -7.85
C 3.45 0.00 -8.98
N -0.57 -0.90 -7.73
H 0.14 0.77 -5.78
H 1.86 0.81 -6.06
H 1.11 -0.69 -5.51
H 0.84 0.52 -8.35
H 1.66 -1.86 -8.84
H 1.84 -2.17 -7.16
H 3.15 -0.48 -9.92
H 4.53 0.10 -9.08
H 2.92 0.95 -8.92
H -0.72 -1.04 -8.73
H -1.26 -0.21 -7.45
C -0.32 -4.51 4.29
C -1.53 -3.80 4.90
C -2.79 -4.05 4.06
O -3.92 -3.29 4.49
C -3.80 -1.94 4.14
N -1.72 -4.24 6.29
H -0.51 -5.55 4.03
H 0.51 -4.44 4.99
H -0.06 -3.97 3.38
H -1.32 -2.73 4.83
H -3.03 -5.11 4.17
H -2.72 -3.92 2.97
H -4.73 -1.40 4.31
H -3.53 -1.87 3.08
H -3.04 -1.44 4.75
H -1.62 -5.25 6.25
H -2.69 -4.13 6.57
```

Values from the calculation:
HOMO: -8.947 eV
Kohn-Sham gap: 8.9 eV